Below is a single C4H6N2O molecule, with properties calculated with ωB97M-V/def2-TZVPD.

Summary:
E = -9272.0672 eV
HOMO level = -10.41 eV
HOMO-LUMO gap = 11.158 eV
energy above the lowest of the compared OMol25 structures with the same formula, charge and spin = 1.4346 eV
SMILES string = [H]/N=C/OCCC#N

XYZ file:
```
13
Properties=species:S:1:pos:R:3:forces:R:3
H 1.225 -0.002 1.509 0.065 -0.042 -0.139
C 1.372 -0.314 0.469 0.035 -0.040 0.049
H -0.032 -1.018 -1.057 0.029 -0.023 0.147
O -1.025 -0.631 0.726 -0.024 0.061 0.030
C 0.125 -1.092 0.021 0.152 -0.102 -0.111
N 2.004 1.783 -0.974 -0.307 -0.878 0.629
H -2.137 1.597 -1.193 0.068 -0.066 -0.003
H 2.248 -0.972 0.454 -0.122 0.081 -0.055
H -2.490 0.703 0.880 0.005 -0.020 -0.123
C -1.724 0.378 0.173 -0.086 0.170 -0.204
H 0.233 -2.140 0.310 -0.008 0.157 -0.029
C 1.694 0.867 -0.340 0.267 0.789 -0.541
N -1.494 0.840 -0.977 -0.074 -0.088 0.351
```
Positions in Å, forces in eV/Å.